[1]
The following is a DFT calculation (ωB97M-V/def2-TZVPD) of a 3-piece molecular cluster, C8H17Cl6O4P overall at a distorted geometry.

Each line ends with the Löwdin charge.
Cartesian coordinates (Å):
C (2.143, -4.866, -1.655)  -0.07
C (1.885, -4.199, -0.320)  -0.25
O (1.364, -2.867, -0.528)  -0.18
P (-0.025, -2.436, 0.114)  0.40
O (-0.653, -3.427, 0.998)  -0.23
O (-0.967, -2.008, -1.104)  -0.18
C (-1.053, -2.809, -2.280)  -0.26
C (-0.317, -2.179, -3.450)  -0.07
O (0.350, -1.046, 0.777)  -0.17
C (-0.400, -0.442, 1.832)  -0.25
C (-1.190, 0.717, 1.253)  -0.11
H (2.687, -5.797, -1.507)  0.08
H (1.219, -5.036, -2.215)  0.06
H (2.693, -4.214, -2.339)  0.08
H (1.202, -4.756, 0.320)  0.11
H (2.831, -4.088, 0.213)  0.12
H (-0.616, -3.801, -2.132)  0.10
H (-2.118, -2.938, -2.467)  0.12
H (-0.561, -2.702, -4.380)  0.08
H (-0.551, -1.121, -3.570)  0.08
H (0.772, -2.252, -3.403)  0.07
H (-1.050, -1.183, 2.299)  0.11
H (0.299, -0.044, 2.566)  0.11
H (-1.945, 1.212, 1.863)  0.05
H (-0.477, 1.469, 0.913)  0.05
H (-1.758, 0.435, 0.360)  0.08
C (0.210, 7.760, 0.371)  -1.52
Cl (1.071, 6.240, 0.516)  0.54
Cl (1.274, 9.134, 0.702)  0.52
Cl (-1.130, 7.725, 1.549)  0.52
H (-0.176, 7.920, -0.627)  0.02
C (-0.947, 4.428, 3.082)  -1.51
Cl (-2.131, 4.302, 4.389)  0.53
Cl (-1.812, 4.126, 1.537)  0.49
Cl (0.432, 3.307, 3.198)  0.53
H (-0.553, 5.434, 3.125)  -0.04

Values from the calculation:
Net charge = 0
SMILES = CCOP(=O)(OCC)OCC.ClC(Cl)Cl.ClC(Cl)Cl
Energy relative to the best compared isomer or geometry (same formula, charge and spin) = 2.8 kcal/mol
LUMO level = 0.49 eV
Calculated total energy = -3718.5771 hartree
Orbital gap = 10.7864 eV
Multiplicity = 1

=====

[2]
The following is a DFT calculation (ωB97M-V/def2-TZVPD) of a 13-piece molecular cluster, C52H104O13 overall at a distorted geometry.

Each line ends with the Löwdin charge.
Cartesian coordinates (Å):
C (5.655, 0.021, 2.611)  -0.14
C (4.680, 0.034, 1.467)  -0.20
C (5.525, 0.111, 0.216)  -0.18
O (6.726, 0.792, 0.614)  -0.13
C (6.964, 0.564, 1.950)  -0.22
H (5.764, -0.966, 3.061)  0.11
H (5.175, 0.701, 3.314)  0.10
H (3.968, 0.859, 1.500)  0.11
H (4.108, -0.890, 1.378)  0.10
H (5.128, 0.592, -0.678)  0.12
H (5.753, -0.907, -0.101)  0.11
H (7.327, 1.503, 2.368)  0.12
H (7.789, -0.121, 2.145)  0.11
C (-0.301, -4.900, 1.897)  -0.15
C (-0.760, -4.101, 3.059)  -0.19
C (-2.117, -4.691, 3.444)  -0.18
O (-2.574, -5.335, 2.269)  -0.12
C (-1.634, -5.269, 1.245)  -0.22
H (0.193, -5.845, 2.129)  0.12
H (0.269, -4.270, 1.215)  0.11
H (-0.820, -3.024, 2.902)  0.09
H (-0.056, -4.246, 3.879)  0.11
H (-2.745, -3.842, 3.711)  0.09
H (-2.043, -5.373, 4.292)  0.12
H (-1.977, -4.577, 0.476)  0.09
H (-1.578, -6.243, 0.758)  0.12
C (-2.158, -0.340, -4.466)  -0.18
C (-3.486, -0.784, -5.039)  -0.17
C (-3.158, -2.148, -5.630)  -0.19
O (-1.862, -1.902, -6.174)  -0.15
C (-1.126, -0.953, -5.367)  -0.17
H (-2.026, -0.693, -3.443)  0.09
H (-2.148, 0.750, -4.489)  0.10
H (-3.811, -0.041, -5.767)  0.12
H (-4.278, -0.787, -4.290)  0.10
H (-3.858, -2.323, -6.447)  0.12
H (-3.113, -2.969, -4.914)  0.11
H (-0.682, -0.228, -6.050)  0.12
H (-0.406, -1.460, -4.726)  0.10
C (-5.484, -1.632, 0.488)  -0.16
C (-4.877, -0.937, -0.706)  -0.16
C (-3.937, -1.986, -1.297)  -0.19
O (-3.722, -2.940, -0.256)  -0.15
C (-4.336, -2.513, 0.978)  -0.19
H (-6.309, -2.263, 0.157)  0.12
H (-5.806, -1.019, 1.329)  0.11
H (-4.319, -0.047, -0.411)  0.10
H (-5.573, -0.557, -1.454)  0.11
H (-3.005, -1.459, -1.501)  0.08
H (-4.308, -2.527, -2.167)  0.12
H (-3.661, -1.936, 1.610)  0.10
H (-4.669, -3.348, 1.594)  0.12
C (-2.610, 3.942, 5.308)  -0.15
C (-2.155, 3.108, 4.117)  -0.16
C (-3.059, 3.593, 2.987)  -0.21
O (-4.290, 3.824, 3.626)  -0.15
C (-4.021, 4.412, 4.892)  -0.19
H (-1.922, 4.774, 5.455)  0.11
H (-2.546, 3.318, 6.200)  0.10
H (-2.321, 2.048, 4.313)  0.09
H (-1.099, 3.228, 3.876)  0.12
H (-3.094, 2.867, 2.175)  0.11
H (-2.797, 4.558, 2.553)  0.12
H (-4.803, 4.051, 5.561)  0.11
H (-4.070, 5.499, 4.830)  0.11
C (-5.091, 3.261, -2.217)  -0.18
C (-3.879, 3.676, -1.496)  -0.18
C (-2.918, 2.695, -2.032)  -0.22
O (-3.159, 2.674, -3.453)  -0.14
C (-4.603, 2.785, -3.597)  -0.16
H (-5.797, 4.090, -2.276)  0.11
H (-5.642, 2.441, -1.756)  0.11
H (-3.855, 3.552, -0.413)  0.12
H (-3.661, 4.705, -1.781)  0.13
H (-2.912, 1.716, -1.553)  0.11
H (-1.879, 2.991, -1.887)  0.10
H (-5.090, 1.867, -3.926)  0.11
H (-4.803, 3.552, -4.345)  0.11
C (4.016, 5.223, -0.883)  -0.19
C (3.919, 4.095, 0.110)  -0.16
C (5.361, 4.066, 0.675)  -0.19
O (5.815, 5.379, 0.468)  -0.14
C (4.863, 6.226, -0.136)  -0.21
H (3.022, 5.558, -1.180)  0.11
H (4.521, 4.932, -1.803)  0.12
H (3.594, 3.130, -0.279)  0.09
H (3.221, 4.290, 0.923)  0.12
H (6.021, 3.381, 0.141)  0.11
H (5.385, 3.820, 1.737)  0.11
H (5.283, 6.968, -0.815)  0.12
H (4.401, 6.816, 0.655)  0.12
C (3.239, -1.499, 4.697)  -0.14
C (2.480, -1.630, 6.057)  -0.15
C (1.024, -1.351, 5.740)  -0.18
O (1.039, -0.934, 4.337)  -0.17
C (2.115, -1.582, 3.653)  -0.20
H (3.923, -2.344, 4.616)  0.11
H (3.733, -0.537, 4.564)  0.09
H (2.765, -0.840, 6.751)  0.10
H (2.555, -2.590, 6.567)  0.11
H (0.582, -0.632, 6.429)  0.12
H (0.405, -2.247, 5.790)  0.10
H (2.337, -1.003, 2.758)  0.09
H (1.841, -2.601, 3.378)  0.11
C (-0.071, -4.971, -3.814)  -0.15
C (-0.902, -4.814, -2.583)  -0.19
C (-0.622, -3.401, -2.136)  -0.19
O (0.790, -3.321, -2.322)  -0.15
C (1.210, -4.214, -3.362)  -0.18
H (-0.550, -4.493, -4.669)  0.11
H (0.034, -6.009, -4.131)  0.11
H (-0.666, -5.620, -1.888)  0.12
H (-1.943, -4.983, -2.856)  0.12
H (-1.016, -3.205, -1.138)  0.10
H (-1.094, -2.748, -2.870)  0.10
H (1.997, -4.833, -2.932)  0.11
H (1.683, -3.704, -4.201)  0.10
C (1.878, 3.913, -3.416)  -0.18
C (2.769, 3.098, -4.297)  -0.16
C (2.026, 1.783, -4.509)  -0.20
O (0.666, 2.098, -4.287)  -0.15
C (0.497, 3.476, -3.888)  -0.17
H (2.088, 4.960, -3.633)  0.11
H (1.992, 3.754, -2.343)  0.09
H (3.767, 2.949, -3.885)  0.11
H (2.863, 3.649, -5.232)  0.12
H (2.355, 1.082, -3.741)  0.10
H (2.161, 1.282, -5.467)  0.12
H (-0.106, 3.405, -2.982)  0.09
H (0.007, 4.173, -4.567)  0.12
C (5.879, -1.901, -4.375)  -0.16
C (5.120, -2.383, -3.151)  -0.15
C (3.843, -1.496, -3.089)  -0.19
O (4.347, -0.255, -3.559)  -0.18
C (5.228, -0.554, -4.673)  -0.17
H (5.664, -2.537, -5.233)  0.11
H (6.955, -1.789, -4.244)  0.11
H (5.740, -2.279, -2.260)  0.10
H (4.772, -3.415, -3.126)  0.10
H (3.466, -1.352, -2.076)  0.11
H (3.015, -1.897, -3.674)  0.10
H (5.926, 0.276, -4.564)  0.12
H (4.645, -0.610, -5.593)  0.12
C (-4.569, 0.290, 5.189)  -0.15
C (-3.839, -0.510, 4.115)  -0.15
C (-2.790, -1.271, 4.948)  -0.19
O (-2.527, -0.453, 6.086)  -0.13
C (-3.727, 0.157, 6.471)  -0.21
H (-5.560, -0.067, 5.467)  0.11
H (-4.684, 1.333, 4.895)  0.09
H (-3.425, 0.174, 3.374)  0.10
H (-4.538, -1.244, 3.714)  0.10
H (-1.926, -1.453, 4.309)  0.10
H (-3.207, -2.222, 5.278)  0.11
H (-3.560, 1.134, 6.925)  0.11
H (-4.233, -0.439, 7.230)  0.11
C (-0.408, -0.609, 0.174)  -0.16
C (0.896, -0.117, -0.409)  -0.14
C (0.579, 1.335, -0.785)  -0.16
O (-0.403, 1.789, 0.157)  -0.14
C (-0.879, 0.652, 0.897)  -0.19
H (-0.263, -1.446, 0.857)  0.11
H (-1.134, -0.805, -0.616)  0.09
H (1.310, -0.791, -1.159)  0.10
H (1.582, -0.161, 0.437)  0.10
H (0.093, 1.450, -1.754)  0.10
H (1.410, 2.039, -0.777)  0.10
H (-1.949, 0.671, 1.103)  0.10
H (-0.350, 0.592, 1.848)  0.11

Values from the calculation:
Net charge = 0
Energy relative to the best compared isomer or geometry (same formula, charge and spin) = 38.8 kcal/mol
LUMO level = 0.58 eV
Calculated total energy = -3021.5498 hartree
Orbital gap = 9.7990 eV
Multiplicity = 1

=====

[3]
The following is a DFT calculation (ωB97M-V/def2-TZVPD) of C10H20Ag3BBr10F4 as an isolated structure at a distorted geometry.

Each line ends with the Löwdin charge.
Cartesian coordinates (Å):
Ag (-1.176, 0.308, 3.884)  0.70
Ag (-0.955, -3.297, 2.246)  0.87
Ag (-4.075, -1.512, 1.867)  0.82
B (-1.414, -0.527, 0.993)  -1.23
F (-0.265, -0.856, 1.799)  -0.02
F (-2.096, -1.805, 0.615)  -0.05
F (-2.307, 0.340, 1.740)  0.00
F (-1.050, 0.076, -0.148)  0.22
Br (-0.955, 3.729, 0.759)  0.68
C (-2.491, 3.670, -0.416)  -0.67
C (-3.536, 2.772, 0.212)  -0.73
Br (-5.227, 3.061, -0.674)  0.66
H (-2.196, 3.379, -1.417)  0.07
H (-2.827, 4.695, -0.482)  0.05
H (-3.681, 3.082, 1.236)  0.05
H (-3.317, 1.736, 0.076)  -0.01
Br (1.217, 1.249, -3.269)  0.68
C (2.071, -0.112, -2.192)  -0.75
C (3.447, -0.253, -2.631)  -0.69
Br (4.306, -1.671, -1.676)  0.87
H (1.533, -1.044, -2.332)  0.06
H (1.982, 0.200, -1.163)  0.03
H (4.033, 0.638, -2.433)  0.06
H (3.532, -0.465, -3.684)  0.06
Br (2.420, -2.261, 2.866)  0.64
C (2.696, -2.089, 0.910)  -0.74
C (3.086, -3.348, 0.357)  -0.85
Br (4.789, -3.885, 1.024)  0.72
H (3.489, -1.361, 0.862)  -0.02
H (1.796, -1.696, 0.455)  0.05
H (3.217, -3.303, -0.712)  -0.06
H (2.396, -4.145, 0.612)  0.05
Br (-5.357, -0.465, -0.893)  0.69
C (-4.139, -1.611, -1.912)  -0.66
C (-3.413, -0.752, -2.938)  -0.73
Br (-2.078, -1.809, -3.759)  0.72
H (-4.791, -2.312, -2.433)  0.07
H (-3.502, -2.185, -1.268)  0.01
H (-2.857, 0.054, -2.469)  0.04
H (-4.093, -0.348, -3.667)  0.07
Br (1.144, 1.794, 4.157)  0.75
C (1.983, 1.738, 2.405)  -0.69
C (3.459, 1.786, 2.590)  -0.76
Br (4.281, 1.633, 0.907)  0.79
H (1.623, 2.597, 1.860)  0.02
H (1.701, 0.868, 1.817)  0.03
H (3.804, 0.999, 3.263)  0.06
H (3.794, 2.708, 3.058)  0.07

Values from the calculation:
Net charge = +2
Energy relative to the best compared isomer or geometry (same formula, charge and spin) = 17.3 kcal/mol
LUMO level = -9.43 eV
Calculated total energy = -26997.9402 hartree
Orbital gap = 4.7708 eV
Multiplicity = 1

=====

[4]
The following is a DFT calculation (ωB97M-V/def2-TZVPD) of C3H3BrO as an isolated structure at a distorted geometry.

Each line ends with the Löwdin charge.
Cartesian coordinates (Å):
C (-1.004, 0.206, -0.032)  0.01
C (-0.087, -0.788, 0.006)  -0.31
C (1.144, -0.544, -0.415)  -0.56
O (0.353, 1.885, 0.002)  -0.24
Br (2.836, -0.864, 0.029)  0.85
H (-1.963, 0.596, 0.438)  0.12
H (-0.743, 1.353, -0.169)  -0.03
H (-0.536, -1.844, 0.142)  0.17

Values from the calculation:
Net charge = 0
Energy relative to the best compared isomer or geometry (same formula, charge and spin) = 212.0 kcal/mol
LUMO level (alpha / beta) = -1.47 / -1.45 eV
Calculated total energy = -2764.9947 hartree
Orbital gap (alpha / beta) = 6.7145 / 6.7415 eV
Multiplicity = 1